P) Formula: C3H10NOP
Source: OMol25
Level of theory: ωB97M-V/def2-TZVPD

Element x y z (Å)
C (-1.53573, -1.08064, -1.90675)
C (1.86756, 0.28106, 0.44229)
C (-1.37648, -2.19398, -1.30576)
N (0.56277, 2.55704, 1.20446)
O (-0.44729, 0.15503, 1.66046)
P (0.17626, 1.09372, 0.38488)
H (-0.95519, -0.22942, -1.45153)
H (-2.06576, -0.66792, -2.81309)
H (-0.92248, -0.53039, 1.20230)
H (2.64859, 1.06562, 0.09424)
H (2.10917, -0.20059, 1.42008)
H (1.97903, -0.57787, -0.23906)
H (-0.69267, -2.26502, -0.47559)
H (-1.95259, -2.99255, -1.65216)
H (0.85048, 2.37728, 2.18455)
H (-0.24566, 3.20862, 1.25066)

Calculated values
Gap between HOMO and LUMO = 10.03 eV
SMILES = CP(N)O.C=C

Here are the Löwdin charges for atoms 1 to 6, given in e: -0.1098 -0.2911 -0.0964 -0.2267 -0.3395 0.7585



Q) Formula: C3H10NOP
Source: OMol25
Level of theory: ωB97M-V/def2-TZVPD

Element x y z (Å)
C (-1.22455, -0.38855, -0.37334)
C (-0.60715, 2.04080, 0.02719)
C (-0.23257, 0.61550, 0.26874)
N (1.11514, 0.37209, -0.30551)
O (1.96869, -3.51177, 0.11945)
P (1.32098, -3.99640, 1.50655)
H (-2.17194, -0.00738, -0.35171)
H (-0.94555, -0.70798, -1.43803)
H (-1.03315, -1.22595, 0.26426)
H (-0.69139, 2.20265, -1.02762)
H (0.05343, 2.81133, 0.48609)
H (-1.52113, 2.43607, 0.49473)
H (-0.27970, 0.40546, 1.34396)
H (1.03609, 0.79102, -1.28698)
H (1.50054, -2.75263, -0.15967)
H (1.71226, 0.91574, 0.43188)

Calculated values
Gap between HOMO and LUMO (alpha / beta) = 7.16 / 7.15 eV

Here are the Löwdin charges for atoms 1 to 6, given in e: -0.0663 -0.1158 -0.5460 -0.0106 -0.5622 0.6047



Which structure loses on stability? Q) does.



P) Formula: H18NO7
Source: OMol25
Level of theory: ωB97M-V/def2-TZVPD

Element x y z (Å)
N (0.02907, 0.70042, 0.82223)
H (-0.70554, 0.07065, 1.14366)
H (0.97651, 0.46017, 1.13299)
H (0.14286, 0.62161, -0.18998)
H (-0.25266, 1.61028, 1.21740)
H (-0.11981, -3.58783, -1.68819)
H (-1.17720, -4.74145, -1.40685)
O (-1.04041, -3.79091, -1.48680)
H (-3.48829, 0.14657, -0.95059)
H (-2.17296, 0.79326, -1.57953)
O (-2.84124, 0.85275, -0.88070)
H (-1.61395, -2.57262, 0.25695)
H (-2.56602, -1.80929, 1.24818)
O (-1.86316, -1.70354, 0.59668)
H (3.19548, 1.46969, 1.43058)
H (3.74156, 0.31672, 2.11585)
O (3.03377, 0.51279, 1.47888)
H (0.55180, 3.20664, 3.24220)
H (-0.50069, 3.73620, 2.30094)
O (0.23734, 3.11184, 2.32764)
H (2.92893, -0.42105, -0.16007)
H (2.70047, -0.64135, -1.62520)
O (2.20444, -0.56069, -0.79708)
H (-0.15882, 1.47953, -2.93682)
H (-0.77428, 0.04801, -3.13462)
O (-0.46721, 0.69162, -2.47776)

Calculated values
Gap between HOMO and LUMO = 10.86 eV
Total charge = +1

Here are the Löwdin charges for atoms 1 to 6, given in e: 0.3035 0.1056 0.0897 0.0937 0.0987 0.0480



Q) Formula: H18NO7
Source: OMol25
Level of theory: ωB97M-V/def2-TZVPD

Element x y z (Å)
N (-0.04052, -0.86575, 1.01479)
H (0.46672, -1.19701, 0.18693)
H (0.56726, -0.75594, 1.75699)
H (-0.69478, -1.57790, 0.91488)
H (-0.52914, -0.12759, 0.93306)
O (-0.86259, 2.42119, 0.19884)
H (0.13825, 2.75405, -0.06117)
H (-0.95291, 2.57817, 1.15015)
O (1.62205, 1.52445, -1.17997)
H (1.86071, 0.55697, -1.42237)
H (2.45546, 2.02991, -0.86499)
O (-2.16683, 0.62097, -1.44609)
H (-1.92381, 1.27775, -0.81468)
H (-1.77212, 0.72263, -2.29855)
O (-0.58202, -3.22086, -0.91475)
H (0.03727, -3.72215, -0.92924)
H (-0.97078, -3.33185, -1.67097)
O (2.28249, -1.18098, -1.47947)
H (1.94667, -1.07708, -2.40622)
H (3.12226, -0.77422, -1.51038)
O (-3.66705, -0.47166, 0.64729)
H (-3.23769, -0.04234, 1.16654)
H (-3.39070, 0.10456, -0.12066)
O (1.75995, 1.40504, 2.85865)
H (2.64927, 1.17557, 2.51289)
H (1.88257, 1.17409, 3.77852)

Calculated values
Gap between HOMO and LUMO = 10.67 eV
Total charge = +1

Here are the Löwdin charges for atoms 1 to 6, given in e: 0.4207 0.1326 0.1177 0.1182 0.0234 -0.1166



Which structure loses on stability? Q) does.



P) Formula: ClFIP
Source: OMol25
Level of theory: ωB97M-V/def2-TZVPD

Element x y z (Å)
F (-0.96787, 1.25709, -0.41708)
P (-0.25115, 0.03572, 0.67357)
Cl (-0.82662, -1.63923, -0.20007)
I (2.04563, 0.34642, -0.05642)

Calculated values
Gap between HOMO and LUMO = 9.64 eV
SMILES = FP(Cl)I

Löwdin charges in e: -0.5196 0.0442 0.1533 0.3220



Q) Formula: ClFIP
Source: OMol25
Level of theory: ωB97M-V/def2-TZVPD

Element x y z (Å)
F (1.95411, -0.81786, 0.14622)
P (-0.54521, 0.91032, 0.59682)
Cl (-1.02132, 1.47381, -1.22580)
I (-0.38759, -1.56626, 0.48277)

Calculated values
Gap between HOMO and LUMO (alpha / beta) = 8.11 / 6.58 eV

Löwdin charges in e: -0.6603 0.0035 0.0577 0.5991



Which structure loses on stability? Q) does.



P) Formula: C4H6F2
Source: OMol25
Level of theory: ωB97M-V/def2-TZVPD

Element x y z (Å)
C (1.15596, 1.12529, 0.07892)
C (-0.21954, 0.62311, -0.07196)
C (-0.21668, -0.88674, -0.23209)
C (-1.11018, -1.59263, 0.33992)
H (1.76600, 0.53996, 0.74069)
H (1.67310, 1.03272, -0.86755)
H (1.12294, 2.20519, 0.21882)
H (-0.86072, 0.84344, 0.83366)
H (-1.31944, -2.60471, 0.28939)
H (-1.93551, -1.12626, 0.83875)
F (-0.82211, 1.18969, -1.16606)
F (0.76617, -1.34906, -1.00248)

Calculated values
Gap between HOMO and LUMO = 11.40 eV
SMILES = C=C(F)[C@@H](C)F

Here are the Löwdin charges for atoms 1 to 6, given in e: -0.0403 -0.3743 -0.3375 0.0938 0.0917 0.0854



Q) Formula: C4H6F2
Source: OMol25
Level of theory: ωB97M-V/def2-TZVPD

Element x y z (Å)
C (-0.92357, -0.28602, -0.37250)
C (0.31677, 0.26157, -0.91691)
C (1.12671, 0.02425, 0.44958)
C (-0.37951, -0.03105, 1.10409)
H (-1.87476, 0.24735, -0.49975)
H (0.69505, -0.22767, -1.89284)
H (0.32044, 1.34807, -0.97789)
H (1.89855, 0.68102, 0.48919)
H (1.40477, -1.05236, 0.33629)
H (-0.67752, -0.76415, 1.80209)
F (-1.10896, -1.54793, -0.76401)
F (-0.79798, 1.34691, 1.24266)

Calculated values
Gap between HOMO and LUMO = 11.61 eV
SMILES = F[C@@H]1CC[C@H]1F

Here are the Löwdin charges for atoms 1 to 6, given in e: -0.3674 -0.1452 -0.0355 -0.1221 0.1511 0.1441



Which structure loses on stability? Q) does.



P) Formula: C2H2FNO2
Source: OMol25
Level of theory: ωB97M-V/def2-TZVPD

Element x y z (Å)
C (-1.12071, -0.86098, 0.33966)
C (-0.07239, 0.05660, -0.11824)
N (-1.95052, -1.57684, 0.70649)
O (0.23400, 1.02424, 0.88418)
O (1.02756, -0.80448, -0.29832)
F (2.18374, -0.46506, -1.10372)
H (-0.34141, 0.68272, -1.06175)
H (0.03972, 1.94380, 0.65171)

Calculated values
Gap between HOMO and LUMO = 11.39 eV
SMILES = N#C[C@@H](O)OF

Here are the Löwdin charges for atoms 1 to 6, given in e: -0.1147 -0.3830 0.1980 0.0135 0.0070 -0.0219



Q) Formula: C2H2FNO2
Source: OMol25
Level of theory: ωB97M-V/def2-TZVPD

Element x y z (Å)
C (-1.99117, 0.62871, -0.08577)
C (1.38572, 0.00372, 0.24037)
N (0.31015, -0.66870, 0.22809)
O (-2.13888, 1.31746, 0.83020)
O (-1.84802, -0.06071, -0.99610)
F (0.26457, -1.72302, -0.72269)
H (2.28018, -0.24017, -0.36958)
H (1.73745, 0.74270, 0.87547)

Calculated values
Gap between HOMO and LUMO = 12.16 eV
SMILES = O=C=O.C=NF

Here are the Löwdin charges for atoms 1 to 6, given in e: -0.4614 0.0157 -0.0004 0.1975 0.1832 -0.0866



Which structure loses on stability? P) does.



P) Formula: H5NO3Si
Source: OMol25
Level of theory: ωB97M-V/def2-TZVPD

Element x y z (Å)
N (-2.09683, -0.17117, 1.26755)
O (-1.31547, -0.34994, -1.25196)
O (3.40412, 0.76185, -0.46847)
O (0.81058, 0.11595, 0.54725)
Si (-0.65761, -0.11218, 0.24985)
H (-1.81792, -0.59879, 2.10612)
H (-2.84189, -0.57929, 0.68684)
H (-0.92094, -0.24275, -2.06994)
H (2.66604, 0.70975, -1.22570)
H (2.76991, 0.46657, 0.15848)

Calculated values
Gap between HOMO and LUMO = 10.13 eV
SMILES = N[Si](=O)O.O

Here are the Löwdin charges for atoms 1 to 6, given in e: -0.0256 -0.0973 -0.1161 -0.2932 0.4259 0.0051



Q) Formula: H5NO3Si
Source: OMol25
Level of theory: ωB97M-V/def2-TZVPD

Element x y z (Å)
N (1.15205, 0.90451, -0.20561)
O (-0.95160, 0.27100, 1.44129)
O (0.71551, -1.66708, -0.09273)
O (-1.30341, -0.13235, -1.07873)
Si (-0.14898, -0.15036, 0.04113)
H (1.08108, 1.85990, -0.33233)
H (1.99539, 0.53366, -0.73939)
H (-1.66857, 0.73449, 1.18315)
H (1.30767, -1.81691, 0.69068)
H (-2.17916, -0.53686, -0.90745)

Calculated values
Gap between HOMO and LUMO = 10.65 eV
SMILES = N[Si](O)(O)O

Here are the Löwdin charges for atoms 1 to 6, given in e: -0.0084 -0.0675 -0.1697 -0.0873 0.1188 0.0001



Which structure loses on stability? P) does.



P) Formula: CF5N
Source: OMol25
Level of theory: ωB97M-V/def2-TZVPD

Element x y z (Å)
C (1.02325, 0.05666, 0.01273)
N (-1.35668, 0.39497, 0.31004)
F (1.61453, 0.07794, 1.15661)
F (0.93539, -1.13780, -0.48360)
F (1.35709, 1.01733, -0.81915)
F (-1.92960, 0.40927, -0.93098)
F (-1.64398, -0.81836, 0.75435)

Calculated values
Gap between HOMO and LUMO (alpha / beta) = 8.80 / 10.70 eV

Here are the Löwdin charges for atoms 1 to 6, given in e: -0.5125 0.0326 0.2024 0.1812 0.1729 -0.0482



Q) Formula: CF5N
Source: OMol25
Level of theory: ωB97M-V/def2-TZVPD

Element x y z (Å)
C (-0.35190, -0.48739, 0.10680)
N (0.16356, 0.87456, -0.39085)
F (-0.56440, -1.20872, -1.01346)
F (0.57881, -1.13332, 0.80439)
F (-1.47623, -0.33800, 0.70660)
F (0.37557, 1.53598, 0.77893)
F (1.43904, 0.71481, -0.97309)

Calculated values
Gap between HOMO and LUMO = 12.91 eV
SMILES = FN(F)C(F)(F)F

Here are the Löwdin charges for atoms 1 to 6, given in e: -0.6441 0.0325 0.1500 0.1789 0.2394 0.0275



Which structure loses on stability? P) does.



P) Formula: C2H2IOP
Source: OMol25
Level of theory: ωB97M-V/def2-TZVPD

Element x y z (Å)
C (1.32132, -1.26404, -0.10979)
C (-1.59263, 0.51828, 0.54147)
O (1.67395, -1.75769, 0.86568)
P (0.04826, 0.45080, 0.08633)
I (-2.68182, -0.09983, -1.19240)
H (0.53076, 0.84870, -1.14066)
H (0.70015, 1.30378, 0.94938)

Calculated values
Gap between HOMO and LUMO (alpha / beta) = 7.03 / 7.03 eV

Here are the Löwdin charges for atoms 1 to 6, given in e: -0.1961 -0.8670 0.0334 0.5344 0.5740 -0.0447



Q) Formula: C2H2IOP
Source: OMol25
Level of theory: ωB97M-V/def2-TZVPD

Element x y z (Å)
C (1.29834, -1.19140, -0.10137)
C (1.57214, 0.02054, 0.07196)
O (0.98874, -2.30946, -0.10876)
P (2.51844, 1.37976, 0.02392)
I (-3.06984, -0.02262, -0.06792)
H (-4.66858, -0.13342, 0.02181)
H (1.36078, 2.25659, 0.16037)

Calculated values
Gap between HOMO and LUMO = 7.21 eV
SMILES = O=C=C=P.I

Here are the Löwdin charges for atoms 1 to 6, given in e: -0.3713 -0.4925 0.1526 0.8456 0.3566 -0.3585



Which structure loses on stability? P) does.



P) Formula: C2H10NO2S
Source: OMol25
Level of theory: ωB97M-V/def2-TZVPD

Element x y z (Å)
C (1.01425, -0.21362, 0.41985)
C (0.93889, 1.04804, -0.37158)
S (-0.78367, 1.53567, -0.64286)
N (0.43048, -1.44063, -0.23449)
H (0.51609, -0.37041, 1.42164)
H (2.06678, -0.37774, 0.65976)
H (1.40511, 0.83423, -1.42350)
H (1.56343, 1.88828, 0.08168)
H (1.08844, -1.85472, -0.96165)
H (-0.24162, -1.10847, -0.88096)
H (-0.43155, -4.68930, 1.81045)
H (0.32004, -4.20105, 0.47526)
O (0.30312, -4.97333, 1.19128)
H (-3.00764, 5.45463, -0.58806)
H (-2.65508, 3.82070, -0.68531)
O (-2.52706, 4.64768, -0.27152)

Calculated values
Gap between HOMO and LUMO = 6.10 eV
Total charge = -1

Here are the Löwdin charges for atoms 1 to 6, given in e: -0.4456 -0.8117 0.1497 -0.0605 0.0988 0.0762



Q) Formula: C2H10NO2S
Source: OMol25
Level of theory: ωB97M-V/def2-TZVPD

Element x y z (Å)
C (-0.75150, -0.40465, -0.83501)
C (0.71147, 0.00564, -1.04279)
S (1.82375, -1.41727, -1.24662)
N (-0.91456, -1.56599, 0.12886)
H (-1.39030, 0.51874, -0.43771)
H (-1.16829, -0.63466, -1.83952)
H (0.68299, 0.87679, -1.68608)
H (1.16848, 0.56454, -0.11723)
H (-1.08028, -2.38169, -0.58256)
H (-0.03898, -1.69107, 0.64120)
H (-2.90459, 5.85648, 1.26734)
H (-3.26640, 4.35108, 1.23730)
O (-3.21193, 5.09751, 0.65842)
H (2.86661, -3.38276, 0.95306)
H (3.72774, -2.42400, 1.58540)
O (3.74579, -3.36870, 1.31593)

Calculated values
Gap between HOMO and LUMO = 5.30 eV
Total charge = -1

Here are the Löwdin charges for atoms 1 to 6, given in e: -0.4246 -0.8238 0.1331 -0.1004 0.1002 0.0803



Which structure loses on stability? P) does.



P) Formula: C7H14NO
Source: OMol25
Level of theory: ωB97M-V/def2-TZVPD

Element x y z (Å)
C (3.53788, -0.35594, 0.30035)
C (2.16937, -0.58253, 0.00726)
C (1.16070, 0.55269, 0.48244)
C (-0.03400, 0.81517, -0.52240)
C (-1.19887, 1.52927, 0.32823)
O (-1.88144, 0.62017, 1.20490)
C (-2.44620, -0.49454, 0.49276)
C (-1.25866, -1.34861, -0.17210)
N (-0.60414, -0.41806, -1.15365)
H (3.79133, -0.02541, 1.35539)
H (4.32976, -0.44557, -0.49549)
H (1.87549, -1.53821, -0.50561)
H (0.78772, 0.41557, 1.54524)
H (1.76952, 1.51129, 0.50431)
H (0.27030, 1.53653, -1.34760)
H (-1.89764, 2.14187, -0.32477)
H (-0.67639, 2.28075, 1.00301)
H (-3.18774, -0.11630, -0.27165)
H (-2.96535, -1.13538, 1.26608)
H (-0.55691, -1.73086, 0.62173)
H (-1.69484, -2.22122, -0.75520)
H (0.07161, -0.89636, -1.77788)
H (-1.36152, -0.09433, -1.78532)

Calculated values
Gap between HOMO and LUMO = 8.85 eV
SMILES = C=CC[C@@H]1COCC[NH2+]1
Total charge = +1

Here are the Löwdin charges for atoms 1 to 6, given in e: 0.0174 -0.1612 -0.1530 -0.2233 -0.1425 -0.1410



Q) Formula: C7H14NO
Source: OMol25
Level of theory: ωB97M-V/def2-TZVPD

Element x y z (Å)
C (-1.83316, -1.30823, 1.00685)
C (0.49680, -1.48573, -0.21172)
C (1.10602, -0.53967, -1.12544)
C (-0.67828, -1.39896, 0.35301)
C (2.27541, 0.79291, 0.73083)
C (2.38777, -0.08493, -0.47919)
C (-2.31897, 0.71526, -0.22368)
N (-1.72061, 1.60114, 0.53414)
O (-2.00988, 0.78957, -1.48486)
H (-1.80040, -0.87907, 2.00491)
H (-2.77583, -1.76818, 0.71432)
H (1.10008, -2.29712, -0.05683)
H (1.28514, -1.15609, -2.03823)
H (3.31771, 0.92072, 0.94937)
H (1.62644, 0.20464, 1.40329)
H (1.82262, 1.68437, 0.46981)
H (3.05173, 0.42129, -1.18852)
H (2.83682, -0.94033, -0.00817)
H (-3.19179, 0.21948, 0.15457)
H (-0.95119, 2.23109, 0.29874)
H (0.38956, 0.27016, -1.19280)
H (-2.04945, 1.75999, 1.50323)
H (-2.36653, 0.24768, -2.11362)

Calculated values
Gap between HOMO and LUMO = 9.32 eV
Total charge = +1

Here are the Löwdin charges for atoms 1 to 6, given in e: -0.0289 -0.1174 -0.1960 -0.0411 -0.0919 -0.2723



Which structure loses on stability? Q) does.